{"formula": "C5H4FeN2O4S", "method": "ωB97M-V/def2-TZVPD", "symbols": ["O", "C", "Fe", "O", "C", "C", "O", "C", "O", "N", "C", "N", "S", "H", "H", "H", "H"], "coordinates": [[-2.1512, 1.4910, 2.1069], [-1.7098, 1.2845, 1.0456], [-1.2028, 0.8290, -0.6372], [-2.7125, 3.0101, -1.8328], [-2.0959, 2.1398, -1.3553], [-2.2494, -0.5541, -0.5654], [-2.9745, -1.4702, -0.5147], [-0.5854, 0.2318, -2.2701], [-0.2956, -0.2310, -3.2948], [1.8249, -0.7174, 2.0411], [1.7899, -0.4311, 0.7275], [2.4434, -1.3259, -0.0236], [1.0970, 1.0093, 0.1136], [2.1051, -1.6614, 2.2938], [1.4557, -0.1394, 2.7789], [2.5959, -1.2449, -1.0255], [2.6653, -2.2202, 0.4120]], "total_charge": 2, "spin_multiplicity": 5, "s_squared": 6.08, "lumo_ev": [-8.044, -12.044], "e_tot_ev": -61621.2468, "homo_ev": [-16.416, -18.699], "orbital_gap_ev": [8.4, 6.7], "de_lowest_kcal_mol": 21.0}


{"formula": "C5H4I2", "method": "ωB97M-V/def2-TZVPD", "symbols": ["C", "C", "C", "C", "C", "I", "I", "H", "H", "H", "H"], "coordinates": [[1.0016, 0.8036, 0.7266], [1.8853, 0.6663, 1.6318], [0.0797, 0.9455, -0.4388], [0.6551, -0.7010, 1.0410], [-0.0393, -0.6193, -0.3834], [-0.6127, -1.0211, 2.7659], [1.0010, -1.6302, -1.8679], [-0.7771, 1.5742, -0.0679], [0.3979, 1.2307, -1.4497], [1.4486, -1.3883, 1.3171], [-1.1113, -0.8719, -0.5975]], "lumo_ev": -0.168, "e_tot_ev": -21445.5251, "homo_ev": -9.438, "orbital_gap_ev": 9.3, "de_lowest_kcal_mol": 57.9}


{"formula": "C5H4InN2O4S", "method": "ωB97M-V/def2-TZVPD", "symbols": ["O", "C", "In", "O", "C", "C", "O", "C", "O", "N", "C", "N", "S", "H", "H", "H", "H"], "coordinates": [[0.0359, -3.4287, -1.6276], [0.0231, -2.2831, -1.6992], [0.0082, 0.0002, -1.6801], [-2.9906, -0.0304, -3.3565], [-1.9887, -0.0200, -2.7925], [1.9840, 0.0203, -2.7902], [2.9883, 0.0298, -3.3555], [-0.0239, 2.2832, -1.6983], [-0.0357, 3.4287, -1.6250], [0.0000, 1.2011, 2.8331], [0.0002, 0.0000, 2.2479], [0.0000, -1.2011, 2.8332], [-0.0009, -0.0002, 0.5918], [0.0000, 1.2762, 3.8372], [0.0000, 1.9995, 2.2222], [0.0000, -1.9994, 2.2223], [0.0000, -1.2761, 3.8372]], "total_charge": 3, "lumo_ev": -13.224, "e_tot_ev": -32394.2843, "homo_ev": -21.693, "orbital_gap_ev": 8.5, "de_lowest_kcal_mol": 0.0}


{"formula": "C5H4N", "method": "ωB97M-V/def2-TZVPD", "symbols": ["C", "C", "C", "C", "C", "N", "H", "H", "H", "H"], "coordinates": [[-2.6987, 0.1087, -0.6059], [-1.6041, -0.3636, -1.2557], [-0.6238, 0.4483, 0.9211], [-1.8491, 0.3769, 0.2634], [1.5203, -0.3769, -0.2484], [0.1330, -0.1852, 0.1087], [-0.4969, 1.1493, 1.7662], [1.8851, 0.6240, -0.5539], [2.1691, -0.6185, 0.6287], [1.5652, -1.1630, -1.0242]], "total_charge": 1, "lumo_ev": -7.241, "e_tot_ev": -6723.3140, "homo_ev": -15.384, "orbital_gap_ev": 8.1, "de_lowest_kcal_mol": 115.9}


{"formula": "C5H4N", "method": "ωB97M-V/def2-TZVPD", "symbols": ["C", "C", "C", "C", "C", "N", "H", "H", "H", "H"], "coordinates": [[2.2825, 1.3620, 0.3393], [1.9461, 0.1096, 0.1029], [-0.3648, 1.1923, 0.2659], [0.9891, 1.6816, 0.4253], [-0.7709, -1.2361, -0.2840], [-0.1329, -0.0319, 0.0300], [-1.2372, 1.7555, 0.2298], [-1.6420, -1.1856, -0.9440], [-0.0072, -1.9049, -0.8147], [-1.0627, -1.7425, 0.6494]], "total_charge": 1, "lumo_ev": -7.705, "e_tot_ev": -6723.0765, "homo_ev": -15.236, "orbital_gap_ev": 7.5, "de_lowest_kcal_mol": 121.4}


{"formula": "C5H4N", "method": "ωB97M-V/def2-TZVPD", "symbols": ["C", "C", "C", "C", "C", "N", "H", "H", "H", "H"], "coordinates": [[3.3297, -1.9314, 1.3818], [2.2011, -2.2990, 1.4806], [-0.1786, -0.7555, 0.0777], [-0.7844, 0.5008, -0.3756], [-1.9996, 1.2038, -0.8572], [0.3446, 0.4460, 0.2923], [4.1651, -1.4512, 1.0033], [-2.8657, 0.7079, -0.4587], [-2.1477, 1.2925, -1.8729], [-2.0644, 2.2862, -0.6713]], "total_charge": 1, "lumo_ev": [-9.272, -6.501], "e_tot_ev": -6720.6217, "homo_ev": [-14.880, -14.447], "orbital_gap_ev": [5.6, 7.9], "de_lowest_kcal_mol": 178.0}


{"formula": "C5H4N", "method": "ωB97M-V/def2-TZVPD", "symbols": ["C", "C", "C", "C", "C", "N", "H", "H", "H", "H"], "coordinates": [[-1.9247, 0.6811, 0.3574], [0.3969, -0.6592, -0.1083], [0.4831, 0.7622, -0.5320], [-0.7367, 1.1813, -0.1980], [-1.1292, -0.6902, -0.1011], [-2.3614, -0.5883, -0.3760], [-2.5088, 1.0302, 1.2118], [0.6467, -1.4940, -0.8605], [0.8027, -1.0264, 0.9734], [1.1124, 1.3430, -1.0959]], "total_charge": 1, "lumo_ev": -6.150, "e_tot_ev": -6725.5747, "homo_ev": -15.659, "orbital_gap_ev": 9.5, "de_lowest_kcal_mol": 63.8}


{"formula": "C5H4N", "method": "ωB97M-V/def2-TZVPD", "symbols": ["C", "C", "C", "C", "C", "N", "H", "H", "H", "H"], "coordinates": [[1.6778, 0.5888, 0.1539], [2.2468, -0.7745, -0.0036], [0.6178, 1.2240, -0.0811], [-0.8860, 0.7169, 0.1229], [-0.4487, -0.7302, -0.0359], [1.0068, -0.7051, -0.1588], [-1.4626, 0.9786, 0.9580], [-1.3027, 1.1892, -0.8458], [-0.7043, -1.3970, 0.9241], [-0.7448, -1.0909, -1.0337]], "total_charge": 1, "lumo_ev": -7.057, "e_tot_ev": -6722.9858, "homo_ev": -15.989, "orbital_gap_ev": 8.9, "de_lowest_kcal_mol": 123.5}


{"formula": "C5H4N2", "method": "ωB97M-V/def2-TZVPD", "symbols": ["C", "C", "C", "C", "C", "N", "N", "H", "H", "H", "H"], "coordinates": [[-1.1759, -1.1234, 1.9678], [-0.5287, -0.2118, 1.5091], [0.1338, 0.5214, 0.4783], [-0.5891, 0.7219, -0.6814], [0.2973, 0.3927, -1.7086], [1.5198, 0.1436, -1.2438], [1.4072, 0.2337, 0.0785], [-1.7120, -1.9417, 2.3881], [-1.6441, 0.9463, -0.6962], [0.0597, 0.1911, -2.7409], [2.2321, 0.1263, 0.6492]], "smiles": "C#Cc1ccn[nH]1", "lumo_ev": 0.865, "e_tot_ev": -8226.6622, "homo_ev": -8.842, "orbital_gap_ev": 9.7, "de_lowest_kcal_mol": 65.3}


{"formula": "C5H4N2", "method": "ωB97M-V/def2-TZVPD", "symbols": ["C", "C", "C", "C", "C", "N", "N", "H", "H", "H", "H"], "coordinates": [[-0.5424, -1.0260, 1.4692], [-1.3311, -0.3398, 0.8305], [-0.9201, 0.6719, -0.1406], [-0.4372, 0.1538, -1.3622], [0.8967, -0.1231, -1.0591], [1.2565, 0.3682, 0.1357], [0.2121, 1.1838, 0.4797], [0.1341, -1.5593, 2.0974], [-0.9706, -0.0284, -2.2828], [1.5956, -0.7240, -1.6270], [0.1065, 1.4230, 1.4592]], "smiles": "C#Cc1ccn[nH]1", "lumo_ev": [-0.436, -0.433], "e_tot_ev": -8223.2581, "homo_ev": [-8.591, -8.590], "orbital_gap_ev": [8.2, 8.2], "de_lowest_kcal_mol": 143.8}


{"formula": "C5H4N2", "method": "ωB97M-V/def2-TZVPD", "symbols": ["C", "C", "C", "C", "C", "H", "H", "H", "H", "N", "N"], "coordinates": [[1.7570, -0.7374, 0.1391], [0.6875, -0.2080, -0.5214], [-0.6548, 0.1970, 0.2151], [-1.9233, -0.4449, -0.1067], [-0.6597, 1.6355, -0.0038], [2.7045, -0.9488, -0.5011], [1.6754, -1.1521, 1.2057], [0.6436, -0.0376, -1.5357], [-0.6596, -0.0097, 1.2942], [-2.9081, -1.0555, -0.1223], [-0.6627, 2.7614, -0.0631]], "smiles": "C=CC(C#N)C#N", "lumo_ev": 0.521, "e_tot_ev": -8227.4973, "homo_ev": -11.065, "orbital_gap_ev": 11.6, "de_lowest_kcal_mol": 46.0}


{"formula": "C5H4N2", "method": "ωB97M-V/def2-TZVPD", "symbols": ["C", "C", "C", "C", "C", "H", "H", "H", "H", "N", "N"], "coordinates": [[3.0284, -0.0441, 0.1254], [1.8441, -0.2707, -0.2427], [0.3963, -0.4217, -0.0898], [-0.2441, 0.7152, -0.2177], [-1.6566, -0.7607, 0.0242], [4.0011, -0.1988, 0.1379], [0.0119, 1.7448, 0.0087], [-2.5274, 1.2889, 0.2376], [-2.6726, -1.2030, 0.1537], [-1.6639, 0.5831, -0.0354], [-0.5173, -1.4331, -0.1019]], "smiles": "C#Cc1c[nH]cn1", "lumo_ev": 0.488, "e_tot_ev": -8225.8150, "homo_ev": -8.772, "orbital_gap_ev": 9.3, "de_lowest_kcal_mol": 84.8}


{"formula": "C5H4N2", "method": "ωB97M-V/def2-TZVPD", "symbols": ["C", "C", "C", "C", "N", "N", "C", "H", "H", "H", "H"], "coordinates": [[2.7667, -0.3324, 0.1362], [1.5724, -0.3083, 0.1361], [0.1949, -0.0465, 0.0340], [-0.8868, -0.8359, 0.3180], [-1.9641, -0.0847, 0.0169], [-1.6585, 1.1439, -0.4457], [-0.3316, 1.1724, -0.4375], [3.8141, -0.4732, 0.1785], [-0.9520, -1.8423, 0.6947], [-2.9314, -0.3530, 0.1008], [0.3759, 1.9666, -0.7353]], "smiles": "C#Cc1cn[nH]c1", "lumo_ev": 0.913, "e_tot_ev": -8227.5335, "homo_ev": -8.907, "orbital_gap_ev": 9.8, "de_lowest_kcal_mol": 45.2}


{"formula": "C5H4N2", "method": "ωB97M-V/def2-TZVPD", "symbols": ["C", "C", "C", "C", "C", "H", "H", "H", "H", "N", "N"], "coordinates": [[0.2853, -0.3766, -0.2903], [-0.4083, 0.8483, -0.1969], [-0.7836, 2.0258, -0.0575], [1.7967, -0.4740, -0.2135], [2.9691, -0.3207, 0.0320], [-2.2178, -0.2531, 0.0996], [-2.3308, -1.7683, 0.8476], [-0.8535, 3.1524, 0.0934], [3.9903, -0.2517, -0.0295], [-2.0004, -1.2261, -0.2266], [-0.4469, -1.3561, -0.0583]], "smiles": "C#CC(C#C)=NN", "lumo_ev": 0.190, "e_tot_ev": -8222.7487, "homo_ev": -9.776, "orbital_gap_ev": 10.0, "de_lowest_kcal_mol": 155.5}


{"formula": "C5H4N2", "method": "ωB97M-V/def2-TZVPD", "symbols": ["C", "C", "C", "C", "C", "N", "N", "H", "H", "H", "H"], "coordinates": [[-1.4637, 0.2443, 1.2112], [0.4232, -1.0594, 0.9698], [0.2064, 0.1070, -0.9955], [-0.7085, -0.4883, 0.1867], [1.4225, 0.4323, -0.2598], [-2.0449, 0.6565, 2.1072], [1.4584, -0.2607, 0.8828], [0.1920, -0.7687, -1.6388], [-0.1069, 1.0905, -1.5877], [-1.3872, -1.2263, -0.3112], [2.0087, 1.2726, -0.5648]], "lumo_ev": [-1.274, -1.281], "e_tot_ev": -8224.7641, "homo_ev": [-8.709, -9.180], "orbital_gap_ev": [7.4, 7.9], "de_lowest_kcal_mol": 109.1}


{"formula": "C5H4N2", "method": "ωB97M-V/def2-TZVPD", "symbols": ["C", "C", "C", "C", "N", "N", "C", "H", "H", "H", "H"], "coordinates": [[2.7218, -0.6972, 0.2086], [1.5691, -0.3766, 0.3718], [0.2313, 0.0430, 0.2785], [-0.9006, -0.7419, 0.3090], [-1.9049, 0.0584, -0.0922], [-1.5126, 1.3055, -0.4055], [-0.2111, 1.3029, -0.1923], [3.3596, -0.9244, -0.6055], [-1.0246, -1.7886, 0.5482], [-2.8805, -0.1754, -0.1619], [0.4006, 2.1715, -0.4032]], "smiles": "C#Cc1cn[nH]c1", "lumo_ev": 0.864, "e_tot_ev": -8227.1417, "homo_ev": -8.953, "orbital_gap_ev": 9.8, "de_lowest_kcal_mol": 54.2}


{"formula": "C5H4N2O", "method": "ωB97M-V/def2-TZVPD", "symbols": ["C", "C", "C", "C", "C", "H", "H", "H", "H", "N", "N", "O"], "coordinates": [[0.5378, -1.4711, 1.6179], [-0.4824, -0.7232, 1.0217], [-0.2292, 0.0687, -0.0504], [-1.1264, 0.9694, -0.7827], [0.8202, 1.0720, -1.6841], [1.5494, -1.4850, 1.1137], [-1.4404, -0.7764, 1.5550], [-2.0749, 1.4256, -0.5112], [1.6012, 1.2690, -2.4144], [-0.4421, 1.6033, -1.7521], [1.0285, 0.1594, -0.7547], [0.2584, -2.1116, 2.6412]], "smiles": "O=C/C=C1/C=NC=N1", "lumo_ev": -2.189, "e_tot_ev": -10275.2667, "homo_ev": -10.466, "orbital_gap_ev": 8.3, "de_lowest_kcal_mol": 34.5}


The calculation returns the following M values, one per record and in order: 244.01; 317.89; 302.98; 78.09; 78.09; 78.09; 78.09; 78.09; 92.10; 92.10; 92.10; 92.10; 92.10; 92.10; 92.10; 92.10; 108.10 g/mol.